Here is 2 unconnected molecules or ions with the total composition C5H9NO from the OMol25 dataset. Energies are from ωB97M-V/def2-TZVPD.

Calculated values
SMILES: CC(C)=C=O.C=N
Energy relative to the best compared isomer or geometry (same formula, charge and spin) (kcal/mol): 65.7
LUMO (eV): 0.93
Charge: 0
Electronic energy (eV): -8866.3641

CARTESIAN COORDINATES (ANGSTROEM)
C (-0.0698, -1.2813, 0.6830)
C (-0.6578, -0.3319, -0.3278)
C (-2.1691, -0.3008, -0.4429)
C (1.8424, 1.3280, 0.7301)
N (1.9881, 0.7089, -0.3602)
C (-0.0862, 0.3005, -1.3441)
O (0.0752, 0.8972, -2.3436)
H (-0.3605, -2.3136, 0.4443)
H (-0.4616, -1.0676, 1.6878)
H (1.0194, -1.2512, 0.7315)
H (-2.6188, -0.2538, 0.5547)
H (-2.5505, -1.1999, -0.9421)
H (-2.5147, 0.5712, -1.0063)
H (0.8252, 1.6061, 1.0181)
H (2.6530, 1.5789, 1.4147)
H (2.9468, 0.4842, -0.6163)

Atoms 1-2, force components in eV/Å:
0.054 -0.007 -0.040
0.059 -0.027 -0.312